This record from the OMol25 dataset describes a molecular structure, C24H38F18N5O14S6Y. The level of theory is wB97M-V/def2-TZVPD.

## Properties
E_tot, Ha: -6489.2402
Kohn-Sham gap, eV: 6.91
LUMO energy, Eh: -0.034

```
106
Properties=species:S:1:pos:R:3:mulliken_charge:R:1
Y 2.026 -0.497 1.134 2.1307
C 3.973 -3.122 4.204 0.7902
F 4.475 -2.187 4.995 -0.1817
F 4.585 -4.278 4.436 -0.2179
F 2.735 -3.280 4.649 -0.1821
S 4.107 -2.679 2.316 0.2541
O 5.234 -3.451 1.760 -0.5827
O 2.812 -2.807 1.710 -0.3143
N 3.958 -0.985 2.145 0.1594
S 5.423 -0.509 2.542 0.6390
O 6.297 -1.312 3.410 -0.5645
O 6.081 0.009 1.326 -0.6171
C 5.016 1.152 3.504 0.5912
F 6.176 1.876 3.511 -0.2421
F 3.982 1.801 2.969 -0.0849
F 4.691 0.822 4.736 -0.2284
C -0.503 -4.173 1.584 0.8632
F -0.159 -4.395 0.293 -0.2500
F -1.498 -4.990 1.815 -0.2101
F 0.464 -4.461 2.443 -0.1699
S -1.239 -2.280 1.639 0.0319
O -1.607 -1.962 0.270 -0.4635
O -2.418 -2.297 2.509 -0.5202
N 0.183 -1.256 2.080 0.2892
S -0.136 -1.272 3.659 0.9468
O -0.354 -2.566 4.299 -0.5907
O 1.136 -0.645 3.958 -0.7388
C -1.552 0.027 4.036 0.4046
F -1.670 0.755 2.950 0.1098
F -2.682 -0.573 4.383 -0.2160
F -1.115 0.803 5.073 -0.2363
C 4.204 3.279 0.480 0.6883
F 5.206 2.673 1.060 -0.1596
F 3.589 3.988 1.410 -0.1417
F 4.719 4.122 -0.464 -0.2088
S 3.016 1.981 -0.341 0.0622
O 2.617 2.377 -1.695 -0.5426
O 3.579 0.628 -0.373 -0.2731
N 1.736 1.689 0.802 -0.1051
S 0.637 2.807 0.514 0.8288
O 1.065 4.069 -0.103 -0.6546
O -0.542 2.044 0.038 -0.8245
C 0.303 3.394 2.282 0.5379
F -0.788 4.150 2.234 -0.2427
F 0.062 2.435 3.145 -0.1759
F 1.296 4.099 2.713 -0.2109
C -4.944 1.172 -2.775 -1.6397
C -5.578 1.031 -1.406 1.9820
C -4.535 0.106 -0.635 -2.0071
C -3.240 0.850 -0.120 2.2246
C -3.770 2.024 0.734 -1.1200
C -4.601 3.038 -0.041 1.5770
N -5.694 2.285 -0.679 0.3997
O -6.621 3.082 -1.197 -0.5502
C -5.175 4.091 1.033 -1.8704
C -3.677 3.839 -0.957 -1.5413
C -6.943 0.328 -1.453 -1.9515
H -4.050 1.795 -2.790 0.2506
H -5.616 1.589 -3.525 0.3596
H -4.629 0.223 -3.209 0.3842
H -4.957 -0.497 0.169 0.3334
H -4.134 -0.723 -1.219 0.4657
H -2.667 1.243 -0.961 -0.4726
H -2.605 0.125 0.388 -1.2793
H -2.982 2.474 1.337 0.3437
H -4.411 1.431 1.387 0.4246
H -5.637 4.959 0.563 0.4187
H -5.913 3.801 1.782 0.4202
H -4.389 4.406 1.719 0.3304
H -2.776 4.131 -0.417 0.2932
H -3.164 3.254 -1.720 0.2190
H -4.191 4.639 -1.489 0.4142
H -6.883 -0.516 -2.140 0.3899
H -7.741 0.926 -1.893 0.4202
H -7.187 -0.008 -0.446 0.4095
H -7.299 3.093 -0.517 0.3505
C -0.050 -0.004 -1.898 -1.6963
C 0.764 -1.106 -2.529 1.8571
C 1.338 -0.458 -3.869 -1.3693
C 2.484 -1.148 -4.593 -0.9200
C 3.578 -1.517 -3.500 -1.5344
C 3.023 -2.375 -2.325 1.9163
N 1.927 -1.557 -1.698 0.3215
O 1.335 -2.097 -0.567 1.8320
C 2.655 -3.718 -2.930 -1.7401
C 4.202 -2.462 -1.338 -1.9876
C -0.215 -2.272 -2.958 -1.7089
H 0.603 0.856 -1.747 -0.0377
H -0.522 -0.231 -0.942 -0.2714
H -0.813 0.436 -2.540 0.6634
H 0.566 -0.481 -4.638 0.5448
H 1.843 0.495 -3.713 0.3206
H 2.941 -0.536 -5.371 0.4679
H 2.258 -2.049 -5.163 0.3916
H 3.997 -0.617 -3.051 0.3395
H 4.430 -2.049 -3.923 0.5263
H 2.278 -3.703 -3.952 0.2914
H 3.496 -4.400 -2.808 0.4815
H 1.845 -4.102 -2.310 0.2748
H 4.337 -1.537 -0.776 0.1488
H 4.016 -3.145 -0.509 0.3931
H 5.159 -2.672 -1.817 0.5782
H -1.135 -2.062 -3.504 0.4362
H -0.568 -2.829 -2.090 0.2766
H 0.288 -3.038 -3.548 0.3794
H 0.829 -2.813 -0.957 -0.3305
```